Record 1
# CH7NS

2 unconnected molecules or ions with the total composition CH7NS (ωB97M-V/def2-TZVPD, OMol25).

Structure (XYZ):
```
10
Properties=species:S:1:pos:R:3:lowdin_charge:R:1
S -0.08 -2.40 -0.41 0.23
H -0.57 -3.62 -0.16 -0.27
C -0.18 1.32 -0.35 -0.11
N 0.35 0.25 0.57 -0.09
H 0.32 1.10 -1.30 0.08
H -1.26 1.35 -0.39 0.08
H 0.21 2.29 -0.03 0.07
H 0.28 -0.97 -0.22 -0.19
H -0.30 0.11 1.34 0.09
H 1.22 0.57 0.96 0.11
```

## Properties
LUMO	0.0205	Eh
Kohn-Sham gap	0.3151	hartree
structure (SMILES)	CN.S
DFT total energy	-13473.475	eV
HOMO energy	-0.295	hartree
energy relative to the best compared isomer or geometry (same formula, charge and spin)	2.3418	eV

Record 2
# CH7NS

2 unconnected molecules or ions with the total composition CH7NS (ωB97M-V/def2-TZVPD, OMol25).

Structure (XYZ):
```
10
Properties=species:S:1:pos:R:3:lowdin_charge:R:1
C -1.10 -0.14 -0.30 -0.21
N 0.10 -0.91 -0.61 -0.09
H -1.15 0.04 0.77 0.06
H -1.05 0.82 -0.81 0.07
H -2.04 -0.59 -0.64 0.06
H 0.02 -1.88 -0.33 0.07
H 1.35 0.63 0.37 -0.26
H 0.28 -0.90 -1.60 0.06
S 1.91 1.70 0.97 0.46
H 1.67 1.24 2.20 -0.23
```

## Properties
LUMO	0.0367	Eh
Kohn-Sham gap	0.3768	hartree
structure (SMILES)	CN.S
DFT total energy	-13475.571	eV
HOMO energy	-0.340	hartree
energy relative to the best compared isomer or geometry (same formula, charge and spin)	0.2458	eV

Record 3
# CH7NS2

2 unconnected molecules or ions with the total composition CH7NS2 (ωB97M-V/def2-TZVPD, OMol25).

Structure (XYZ):
```
11
Properties=species:S:1:pos:R:3:lowdin_charge:R:1
S 1.16 -0.06 -2.04 0.25
S 1.50 1.93 -1.63 0.25
H -0.11 0.09 -2.44 -0.19
H 1.37 1.84 -0.30 -0.24
C -0.90 -0.81 0.54 -0.23
N -0.28 -0.19 1.72 -0.06
H -0.24 -1.34 -0.15 0.00
H -1.64 -1.51 0.92 0.06
H -1.46 -0.08 -0.05 0.07
H -0.01 0.77 1.52 0.03
H 0.61 -0.64 1.92 0.06
```

## Properties
LUMO	0.0079	Eh
Kohn-Sham gap	0.3511	hartree
structure (SMILES)	CN.SS
DFT total energy	-24310.572	eV
HOMO energy	-0.343	hartree
energy relative to the best compared isomer or geometry (same formula, charge and spin)	0.6429	eV

Record 4
# CH7NS2

2 unconnected molecules or ions with the total composition CH7NS2 (ωB97M-V/def2-TZVPD, OMol25).

Structure (XYZ):
```
11
Properties=species:S:1:pos:R:3:lowdin_charge:R:1
N 1.13 -1.99 -0.15 0.02
H 1.55 -1.73 -1.04 0.02
H 0.56 -2.78 -0.42 0.01
H 1.86 -2.23 0.51 0.02
C 0.32 0.99 0.31 -0.44
S -1.29 0.46 -0.57 0.29
S -2.36 2.21 -0.41 0.26
H 1.09 0.77 -0.41 0.00
H 0.31 2.06 0.50 0.00
H 0.14 0.42 1.24 0.02
H -3.32 1.82 0.45 -0.21
```

## Properties
LUMO	0.0267	Eh
Kohn-Sham gap	0.3381	hartree
structure (SMILES)	CSS.N
DFT total energy	-24310.777	eV
HOMO energy	-0.311	hartree
energy relative to the best compared isomer or geometry (same formula, charge and spin)	0.4378	eV

Short version: max |F| = 2.7, 0.4, 1.0, 2.3 eV/A, in the order given.